Run w
Entry from OMol25: C4H6S in the gas phase (ωB97M-V with the def2-TZVPD basis set).

XYZ file:
```
11
Properties=species:S:1:pos:R:3:lowdin_charge:R:1
H -1.4047 0.1564 1.1014 0.096
H 0.4158 -1.9894 0.6030 0.137
H 1.4482 -0.2926 0.3130 0.112
H -0.9070 -1.7178 -1.1771 0.196
H 0.1432 0.1665 -1.5006 0.086
C -0.6632 0.0162 0.4366 -0.330
H 0.8276 1.5156 -0.5685 0.121
C -0.3421 -0.5982 -0.8944 -0.170
S -0.0413 2.4612 1.2486 0.693
C -0.0300 1.2183 0.2597 -0.814
C 0.5535 -0.9361 0.1782 -0.127
```

Structure (SMILES): S=CC1CC1
2S+1: 1
HOMO energy (eV): -8.3
Orbital gap (eV): 8.66

---

Run x
Entry from OMol25: C4H6S in the gas phase (ωB97M-V with the def2-TZVPD basis set).

XYZ file:
```
11
Properties=species:S:1:pos:R:3:lowdin_charge:R:1
C 0.1318 0.1288 -1.0939 -0.306
S 1.3006 -1.5646 0.9669 0.729
H -0.6594 -1.3943 0.1480 0.054
C -0.0225 -0.5581 0.2545 -0.842
H 1.2552 0.4378 -1.2102 0.142
C -0.6702 1.3206 -0.7774 0.113
H -0.1567 -0.2322 -2.1207 0.120
H -1.3668 1.7920 -1.4308 0.023
H -0.2789 0.7980 1.9023 -0.019
C -0.7357 0.3230 1.1623 0.132
H 1.2025 -1.0511 2.1991 -0.146
```

2S+1: 1
HOMO energy (alpha / beta) (eV): -8.4 / -8.8
Orbital gap (alpha / beta) (eV): 7.79 / 8.76

---

Most favorable structure: run w. The second most favorable one is 0.1301 hartree above it.

---

Run w
Entry from OMol25: C3H8N2 in the gas phase (ωB97M-V with the def2-TZVPD basis set).

XYZ file:
```
13
Properties=species:S:1:pos:R:3:lowdin_charge:R:1
H 1.3921 -1.3143 0.6266 0.062
H -1.9948 -1.1964 -0.7902 0.072
H -0.4603 -1.8795 -1.3335 0.076
C -0.9727 -1.4112 -0.4934 -0.067
H 0.7475 2.0008 0.3389 0.078
H -0.9717 -2.1125 0.3395 0.073
C 1.1277 -0.2611 0.5786 -0.050
H 1.8834 0.2566 -0.0182 0.069
C -0.2775 -0.1484 -0.1091 -0.408
H 1.1339 0.0990 1.6094 0.074
N -0.2656 2.1217 0.0975 -0.008
N -0.8364 0.9646 -0.3204 -0.050
H -0.5055 2.8806 -0.5257 0.078
```

Structure (SMILES): CC(C)=NN
2S+1: 1
HOMO energy (eV): -8.6
Orbital gap (eV): 9.62

---

Run x
Entry from OMol25: C3H8N2 in the gas phase (ωB97M-V with the def2-TZVPD basis set).

XYZ file:
```
13
Properties=species:S:1:pos:R:3:lowdin_charge:R:1
H -2.5961 -1.1373 -0.2409 0.020
H 0.9894 1.7704 -0.8959 0.163
C 1.8492 -0.3654 0.1296 -0.157
N -2.5494 -0.2366 -0.0213 -0.028
H 2.7570 -0.0219 0.4744 0.010
N -1.5570 0.7217 0.0926 -0.002
H 2.2275 -1.2411 -0.6986 0.146
H -0.2878 -0.8159 -0.9117 0.160
C 0.9049 0.8091 -0.1160 -0.296
H -3.2538 -0.1168 0.6292 0.044
H 0.5235 1.4756 0.8546 0.157
H 1.4049 -1.0347 0.9333 0.089
C -0.4123 0.1928 -0.2294 -0.307
```

Structure (SMILES): CC/C=N/N
2S+1: 1
HOMO energy (eV): -8.2
Orbital gap (eV): 9.42

---

Most favorable structure: run w. The second most favorable one is 0.1168 hartree above it.

---

Run w
Entry from OMol25: 2 unconnected molecules or ions with the total composition C3H8N2 (ωB97M-V with the def2-TZVPD basis set).

XYZ file:
```
13
Properties=species:S:1:pos:R:3:lowdin_charge:R:1
H -2.5710 -0.6667 1.7833 0.078
H -2.0443 -1.7603 0.3859 0.073
H 1.1352 0.1178 0.1306 -0.012
N -1.0485 0.1265 0.6665 -0.098
H -1.0702 -1.6570 1.7476 0.064
H -2.3002 0.1042 -0.9852 0.074
C -1.7669 -1.0515 1.1729 -0.138
H 3.4141 0.5083 -1.6130 0.049
H -1.3979 1.6480 -0.6572 0.069
C -1.4863 0.5924 -0.4266 -0.083
C 2.5536 0.0467 -1.1336 -0.158
H 2.3578 -0.9882 -1.4319 0.057
N 1.9762 0.6128 -0.1688 0.025
```

Structure (SMILES): C=NC.C=N
2S+1: 1
HOMO energy (eV): -9.6
Orbital gap (eV): 10.63

---

Run x
Entry from OMol25: 2 unconnected molecules or ions with the total composition C3H8N2 (ωB97M-V with the def2-TZVPD basis set).

XYZ file:
```
13
Properties=species:S:1:pos:R:3:lowdin_charge:R:1
H 0.8719 0.6006 -2.0635 0.042
C 0.2402 -0.0191 -1.4437 -0.105
H -1.6583 -1.9248 -0.8724 0.070
H 1.4464 1.6382 3.6870 0.036
H 2.5588 0.5458 1.5010 0.051
H -2.8842 -0.5448 -1.2269 0.085
N 1.6023 0.4461 1.8759 0.018
H 0.8598 -0.7594 -0.7492 0.093
C 1.1141 1.0170 2.9040 -0.142
H 0.1344 0.6669 3.2757 0.059
C -1.9748 -1.1186 -1.5606 -0.151
H -2.2962 -1.5939 -2.4726 0.054
N -0.9323 -0.1467 -1.9441 -0.112
```

Structure (SMILES): C=NC.C=N
2S+1: 1
HOMO energy (eV): -9.1
Orbital gap (eV): 10.21

---

Most favorable structure: run w. The second most favorable one is 0.0227 hartree above it.

---

Run w
Entry from OMol25: C3H8N2 in the gas phase (ωB97M-V with the def2-TZVPD basis set).

XYZ file:
```
13
Properties=species:S:1:pos:R:3:lowdin_charge:R:1
C 0.3718 -0.1588 0.5116 -0.352
H 0.8707 1.2250 -1.1607 0.113
C -0.8738 -0.5709 -0.2114 -0.267
H -2.1757 0.5957 1.0329 0.096
H -2.8599 0.0636 -0.4092 0.051
H 2.3536 -0.7695 0.4601 0.117
C 1.2372 0.8422 -0.1888 -0.167
H -1.1929 -1.6016 0.0141 0.107
N 1.5629 -0.5475 -0.1923 -0.011
N -1.9848 0.4009 -0.0102 -0.028
H 0.3912 -0.1391 1.6051 0.138
H 1.7301 1.5609 0.4561 0.099
H -0.5752 -0.5843 -1.2495 0.102
```

Structure (SMILES): NC[C@@H]1CN1
2S+1: 1
HOMO energy (eV): -9.1
Orbital gap (eV): 10.28

---

Run x
Entry from OMol25: C3H8N2 in the gas phase (ωB97M-V with the def2-TZVPD basis set).

XYZ file:
```
13
Properties=species:S:1:pos:R:3:lowdin_charge:R:1
N 0.2351 -0.3599 0.1806 -0.067
H -0.5869 -0.4813 -2.5573 0.079
N 1.6895 0.7686 1.7780 0.029
H -2.2274 -0.7327 -2.3984 0.072
C 0.8761 0.7590 0.6810 -0.329
H -1.9248 -0.5185 0.4520 0.121
C -1.3002 -0.9020 -1.7893 -0.127
H 1.8636 1.7467 1.8834 -0.018
H -1.1603 0.8151 -0.5476 0.064
H -1.0233 -2.0172 -1.6850 0.089
H 0.8307 1.8107 0.2739 0.115
C -1.2521 -0.2292 -0.4034 -0.190
H 0.8135 -1.2506 -0.0605 0.161
```

Structure (SMILES): [H]/N=C/NCC
2S+1: 1
HOMO energy (eV): -8.8
Orbital gap (eV): 9.78

---

Run y
Entry from OMol25: 2 unconnected molecules or ions with the total composition C3H8N2 (ωB97M-V with the def2-TZVPD basis set).

XYZ file:
```
13
Properties=species:S:1:pos:R:3:lowdin_charge:R:1
H -1.3641 1.1168 -0.6177 0.014
H 2.0072 -0.4049 1.1855 0.085
N 0.5015 1.4753 -0.8704 0.150
H -2.4837 0.0932 -1.2620 0.058
N -2.1411 0.4446 -0.3703 -0.090
C -1.5777 -0.6238 0.3886 -0.236
H 2.6314 -0.8281 -0.4256 0.086
H 3.0984 0.7089 0.3384 0.089
H -1.4164 -0.2978 1.4177 0.062
H -2.2189 -1.5093 0.3826 0.072
C 1.1436 0.6290 -0.4048 -0.280
H -0.4711 -0.7948 0.0291 0.056
C 2.2908 -0.0090 0.2089 -0.066
```

Structure (SMILES): CC#N.CN
2S+1: 1
HOMO energy (eV): -8.7
Orbital gap (eV): 9.38

---

Most favorable structure: run y. The second most favorable one is 0.0140 hartree above it.

---

Run w
Entry from OMol25: 2 unconnected molecules or ions with the total composition C2H5N2S3 (ωB97M-V with the def2-TZVPD basis set).

XYZ file:
```
12
Properties=species:S:1:pos:R:3:lowdin_charge:R:1
H 0.6412 1.2224 1.0555 0.101
S 1.3248 -1.4843 0.7585 0.471
N 1.1708 1.2265 0.1624 0.150
C -2.2039 0.2509 0.1997 -0.840
H 2.1757 1.4497 0.2424 0.184
C 1.1490 -0.1904 -0.3360 -0.481
H -2.7454 -1.4370 -0.8046 0.125
S 0.9377 -3.2591 -0.0495 0.212
H 0.7077 1.8554 -0.3429 0.079
N -2.0551 -0.7143 -0.5287 0.124
H 0.8370 -0.4543 -1.3658 0.090
S -1.9395 1.5346 1.0090 0.784
```

2S+1: 1
HOMO energy (alpha / beta) (eV): -13.3 / -13.2
Total charge: +1
Orbital gap (alpha / beta) (eV): 7.88 / 7.45

---

Run x
Entry from OMol25: 2 unconnected molecules or ions with the total composition C2H5N2S3 (ωB97M-V with the def2-TZVPD basis set).

XYZ file:
```
12
Properties=species:S:1:pos:R:3:lowdin_charge:R:1
N -0.6693 -0.3957 0.4575 0.099
N -2.3239 0.1209 -0.9984 -0.190
H -0.4423 0.2291 -1.6275 0.140
S 3.5152 1.2415 0.7829 0.182
H -1.7036 -0.8293 2.1805 0.122
H 4.7199 0.6108 1.0742 -0.151
C -1.7576 -0.4666 1.1374 -0.378
H 2.7331 -1.0057 -0.0202 -0.159
S 2.9327 0.1446 -0.7916 0.154
H -2.7310 0.4802 -1.8432 0.136
C -0.9999 0.0191 -0.7495 -0.144
S -3.2733 -0.1489 0.3979 1.188
```

2S+1: 1
HOMO energy (eV): -11.6
Total charge: +1
Orbital gap (eV): 5.99

---

Most favorable structure: run x. The second most favorable one is 0.0538 hartree above it.

---

Run w
Entry from OMol25: 7 unconnected molecules or ions with the total composition C28H42O21 (ωB97M-V with the def2-TZVPD basis set).

XYZ file:
```
91
Properties=species:S:1:pos:R:3:lowdin_charge:R:1
C 1.9339 10.5261 21.9044 -0.291
H 10.8286 13.2130 16.2183 0.084
O 4.9517 6.3038 32.8596 0.124
C 5.9113 16.7122 22.6298 -0.149
C 1.2702 3.9809 15.7184 -0.581
C 3.3269 11.1202 21.7272 -0.080
H 9.7825 8.1636 26.6931 0.148
C -0.4732 6.8739 16.7883 -0.014
C 9.7491 11.5590 17.0812 -0.279
H 2.1711 8.6462 22.9179 0.082
H 0.9091 17.4574 16.9379 0.091
H 8.8689 7.7561 24.0469 0.133
C -0.9170 18.5744 17.3850 -0.335
H 4.4062 5.9273 28.7862 0.082
H 5.9160 17.4123 23.4652 0.143
O 6.6865 15.6413 22.8747 0.092
H 1.3842 11.0114 22.7108 0.153
O 4.2592 4.3697 31.9110 0.076
O 3.1234 12.0560 20.6756 0.094
C 1.9454 5.9046 16.5300 -0.123
H 2.8378 3.1741 31.1037 0.139
C 1.7557 8.9864 21.9693 -0.010
C -1.1804 18.5097 18.8750 -0.108
C 6.5163 17.3521 21.3908 -0.305
H 6.9414 18.3128 21.6815 0.156
H 1.9205 6.0393 17.6114 0.137
H 2.8153 6.4261 28.4031 0.077
C 8.8277 8.5646 24.7767 -0.079
C 7.1483 9.3871 26.0082 -0.557
O 3.3046 6.2257 31.1851 0.097
O 7.6172 9.2451 24.7949 0.090
H 10.6981 13.3978 17.8995 0.084
H 2.4214 6.7741 16.0765 0.142
H -1.6097 17.9507 16.8200 0.160
H -0.4200 7.9625 16.8039 0.086
H 9.7079 9.2055 24.7254 0.135
H -0.2603 18.6762 19.4351 0.135
C 7.5687 15.3910 21.9172 -0.489
O 1.3859 10.8095 20.6322 0.082
H 1.8566 5.1386 30.1885 0.147
O 9.2362 11.2791 15.7779 0.099
O 7.7560 9.8256 14.9352 0.124
C 5.5013 17.4641 20.2492 -0.025
O 8.3524 14.4081 21.8644 0.092
H 6.0099 17.7526 19.3294 0.083
C 0.5223 6.0879 15.9104 -0.313
H 10.5628 10.8688 17.3037 0.158
O -2.8207 21.4366 17.9099 0.107
C 8.2050 10.4783 15.8775 -0.572
H -0.5273 6.4858 17.8055 0.084
O 1.2537 2.7710 15.5162 0.130
H 7.7585 6.0253 25.8204 0.092
C 3.3724 5.5826 28.8109 -0.009
C 8.5304 11.2438 17.9204 -0.159
H 3.2437 4.6934 28.1938 0.080
H 8.0410 12.1940 18.1344 0.141
O 2.2847 4.6784 16.1030 0.119
O 0.1952 4.7490 15.7183 0.096
H 4.8977 16.6127 19.9346 0.093
O 7.8052 8.5616 26.8124 0.081
C 10.1319 13.0415 17.0389 -0.021
H 0.4271 6.4684 14.8934 0.155
H 8.6133 6.2155 27.4189 0.092
C 2.0633 11.7180 19.9830 -0.603
O 6.3021 10.2003 26.4103 0.111
H -1.7088 17.6026 19.1684 0.143
C 3.5364 3.9618 30.8213 -0.142
H 4.1276 10.4055 21.5370 0.138
C 2.9383 5.2258 30.2905 -0.329
H -1.4027 6.6718 16.2561 0.082
O -2.1355 19.5077 18.9923 0.057
H 0.7299 8.6208 21.9218 0.085
O -1.3292 19.8780 17.0104 0.071
C 4.2511 5.7083 32.0343 -0.478
H 4.9092 16.3591 22.3865 0.137
H 2.3295 8.5790 21.1369 0.087
C -2.1167 20.4059 17.9783 -0.474
H 0.6511 18.9456 15.9406 0.093
C 0.5001 18.4673 16.9084 -0.022
C 8.8617 7.8647 26.1921 -0.311
H 4.2645 3.4940 30.1587 0.136
H 4.8776 18.3225 20.4985 0.086
H 1.1418 19.0331 17.5838 0.084
H 3.5765 11.5395 22.7018 0.136
H 9.3364 13.7815 16.9514 0.089
H 8.8244 10.6900 18.8120 0.146
O 7.8123 10.4669 17.1244 0.106
C 8.6452 6.3847 26.3426 -0.023
O 1.8854 12.0726 18.8278 0.126
H 9.4771 5.8084 25.9378 0.087
O 7.4335 16.3617 20.9954 0.085
```

Structure (SMILES): C[C@H]1COC(=O)O1.C[C@H]1COC(=O)O1.C[C@H]1COC(=O)O1.C[C@H]1COC(=O)O1.C[C@H]1COC(=O)O1.C[C@H]1COC(=O)O1.C[C@H]1COC(=O)O1
2S+1: 1
HOMO energy (eV): -10.7
Orbital gap (eV): 10.69

---

Run x
Entry from OMol25: 7 unconnected molecules or ions with the total composition C28H42O21 (ωB97M-V with the def2-TZVPD basis set).

XYZ file:
```
91
Properties=species:S:1:pos:R:3:lowdin_charge:R:1
H -3.4784 0.7905 -1.5733 0.130
H -3.0420 9.6047 0.1385 0.142
H 0.9751 9.6141 1.0984 0.081
C -1.9439 2.7862 -3.6940 -0.008
H -0.8602 -3.5829 10.4833 0.137
H 2.5304 -4.6378 2.0940 0.096
O 3.6120 -3.0651 -9.3921 0.107
C -8.7933 -3.6601 0.3890 -0.119
H 0.0464 -1.5223 7.1273 0.082
C 4.4117 -4.0592 -9.6919 -0.528
H 8.3257 2.1344 -0.0145 0.140
C 4.2120 -1.8425 -9.6886 -0.331
H -0.1988 8.5200 1.8289 0.083
O 5.6388 -3.5186 -9.7621 0.064
C -2.5092 9.7084 1.0838 -0.101
H 3.5857 -0.9924 -7.7219 0.085
H -11.2171 -5.4861 2.0800 0.095
O -1.4760 3.1978 -1.2766 0.084
O -0.4541 2.7458 0.7160 0.097
C 0.0238 -2.4993 7.6100 -0.028
C -1.2633 2.4558 -0.1889 -0.550
O -9.4476 -2.7809 -0.4726 0.058
O -0.0111 -4.8002 0.1173 0.122
O 4.1157 -5.2637 -9.8026 0.114
O -3.1039 10.5749 2.0281 0.055
O -11.0089 -3.3878 0.8928 0.129
C -2.3793 2.6133 -2.1874 -0.307
C 0.2196 -5.2530 1.4852 -0.015
H -0.6492 -5.5846 2.0539 0.143
H -3.3558 3.0891 -2.0977 0.148
C 0.0034 9.1411 0.9563 0.004
H 0.2375 -4.3153 9.3274 0.134
H -1.9656 0.4044 -2.2934 0.134
O 1.8623 -5.7519 -0.0868 0.136
H 3.4820 -6.0226 1.5884 0.101
H 5.9660 -2.0519 -8.4392 0.143
H 5.7746 1.4666 0.7886 0.090
C -1.1095 10.2520 1.0617 -0.347
O 2.6947 -1.5637 11.1952 0.129
C -0.0053 -2.2014 9.0880 -0.310
H -0.0692 8.5727 0.0291 0.086
H -2.4909 8.7399 1.5835 0.132
H -10.3336 -5.9977 0.8035 0.089
C -2.1995 11.2717 2.7627 -0.540
C -10.7851 -2.7298 -0.1608 -0.597
H 7.8919 3.8505 -0.5432 0.140
C 0.9654 -5.0115 -0.6279 -0.667
H -1.6214 3.8254 -3.7576 0.080
O -11.6669 -2.2331 -0.8198 0.146
O 6.9669 1.4338 -2.3157 0.078
H -0.9100 -2.8963 7.2118 0.091
H 0.9319 -2.8954 7.1556 0.095
O 8.5740 1.4027 -3.8290 0.126
C 5.8970 1.2991 -0.2815 -0.039
O -2.4646 12.0367 3.6704 0.146
C 5.6505 -2.1409 -9.4787 -0.100
C 0.0777 -3.4338 9.9483 -0.144
H -9.4544 -3.5207 2.3258 0.152
H 2.6019 -6.1188 3.1102 0.099
C 8.1513 1.8095 -2.7548 -0.572
H 0.5248 -4.3144 1.9478 0.127
O 8.7150 2.6220 -1.8692 0.075
C 3.5246 -0.7784 -8.7890 -0.014
H 4.9356 0.8658 -0.5573 0.087
H 2.4686 -0.6450 -9.0238 0.080
C 2.5625 -5.7273 2.0937 -0.022
C 1.7687 -2.0742 10.5630 -0.531
C -9.8316 -3.9971 1.4209 -0.307
H -9.3686 -5.8932 2.2594 0.094
O 1.1799 -1.5258 9.5109 0.099
C 1.4596 -6.0766 1.2018 -0.373
H 1.1986 -7.1347 1.2244 0.163
C 7.8726 2.7833 -0.7640 -0.093
H 6.3632 -1.6374 -10.1320 0.144
H -1.0641 2.2202 -4.0000 0.079
H 6.4421 0.3619 -0.1684 0.095
H 4.0740 -1.4776 -10.7064 0.156
C -10.1905 -5.4237 1.7190 -0.017
O 1.0575 -3.1620 10.8776 0.088
O -1.0446 10.9455 2.2435 0.105
H -0.9236 -1.7390 9.4499 0.157
H 3.9134 0.2384 -8.8454 0.080
H -7.9152 -3.1473 0.7816 0.137
H -0.9591 10.9687 0.2543 0.154
C 6.5070 2.2457 -1.2447 -0.289
H 5.9701 3.0878 -1.6814 0.161
C -2.4698 1.1788 -1.7151 -0.040
H -2.7195 2.5002 -4.4045 0.084
O 1.1072 -4.6038 -1.8033 0.091
H -8.5334 -4.4468 -0.3192 0.140
O -1.7832 1.2662 -0.4047 0.070
```

Structure (SMILES): C[C@H]1COC(=O)O1.C[C@H]1COC(=O)O1.C[C@H]1COC(=O)O1.C[C@H]1COC(=O)O1.C[C@H]1COC(=O)O1.C[C@H]1COC(=O)O1.C[C@H]1COC(=O)O1
2S+1: 1
HOMO energy (eV): -10.5
Orbital gap (eV): 10.39

---

Most favorable structure: run w. The second most favorable one is 0.0307 hartree above it.